An isolated ion of composition C2H6N5 and charge +1, computed with ωB97M-V/def2-TZVPD.

Output
* LUMO level: -0.17125 hartree
* total charge: +1
* E: -9611.7479 eV
* HOMO level: -14.9638 eV

Positions of all 13 atoms, in Å:
C  0.113  1.559  0.937
N  1.168  0.596  0.351
N  2.435  1.071  0.190
N  3.107  0.159  -0.363
N  2.408  -0.902  -0.594
C  1.158  -0.711  -0.203
N  0.174  -1.661  -0.365
H  0.101  1.457  1.983
H  -0.851  1.470  0.530
H  0.561  2.482  0.611
H  0.094  -2.439  0.380
H  0.267  -2.233  -1.236
H  -0.742  -1.192  -0.227

Cartesian forces (eV/Å) of the 2 atoms listed first:
C 2.828 -0.648 -1.310
N -1.782 -1.364 -0.493